# C18H42O11P2

A 5-piece molecular cluster, C18H42O11P2 overall at a distorted geometry (the ωB97M-V functional and the def2-TZVPD basis, the Open Molecules 2025 dataset).

Geometry (Å):
P1 2.31 1.52 4.18
P2 -0.74 0.44 -0.91
O1 0.07 1.19 0.04
O2 -0.84 0.96 -2.40
O3 2.62 0.12 3.46
O4 4.49 -2.72 -1.12
O5 -2.28 -4.12 -5.84
O6 -3.51 4.55 2.77
O7 -2.28 0.37 -0.50
O8 3.32 2.04 5.11
O9 1.93 2.43 2.93
O10 0.87 1.28 4.84
O11 -0.39 -1.11 -0.96
C1 -0.11 -3.34 -5.60
C2 5.10 -1.98 -0.04
C3 -1.59 -4.63 -6.96
C4 1.07 3.56 3.17
C5 -1.58 0.23 -3.39
C6 1.73 -0.40 2.47
C7 -1.41 -3.58 -4.82
C8 -4.71 2.86 3.78
C9 -5.66 4.05 3.63
C10 4.56 -2.00 -2.32
C11 -2.60 -0.24 0.74
C12 5.41 -0.59 -0.61
C13 -0.08 -4.46 -6.63
C14 0.92 -1.56 -1.27
C15 0.64 0.87 6.20
C16 -4.83 5.12 2.91
C17 -3.37 3.58 3.79
C18 4.64 -0.53 -1.92
H1 -1.81 -5.65 -7.25
H2 -2.60 2.86 3.50
H3 -2.39 0.85 -3.78
H4 5.24 0.25 0.06
H5 6.01 -2.50 0.27
H6 -3.08 3.90 4.80
H7 -5.91 4.43 4.63
H8 -0.90 -0.10 -4.16
H9 1.09 3.84 4.23
H10 0.22 1.75 6.69
H11 0.36 -5.37 -6.21
H12 -0.12 -2.40 -6.16
H13 -1.32 -4.39 -4.10
H14 -2.02 -0.64 -2.90
H15 -4.72 2.14 2.96
H16 -1.78 -0.37 1.44
H17 1.13 -1.61 -2.34
H18 -6.63 3.84 3.17
H19 0.91 0.30 2.31
H20 -1.81 -2.67 -4.38
H21 1.58 0.70 6.71
H22 -4.76 6.06 3.46
H23 6.50 -0.54 -0.77
H24 5.10 0.11 -2.67
H25 2.32 -0.63 1.58
H26 -1.74 -3.88 -7.74
H27 1.35 4.45 2.60
H28 1.73 -0.92 -0.90
H29 1.05 -2.50 -0.74
H30 -0.01 0.00 6.19
H31 -3.34 0.40 1.25
H32 3.69 -0.05 -1.68
H33 5.42 -2.26 -2.95
H34 0.08 3.24 2.85
H35 -3.18 -1.16 0.61
H36 3.64 -2.11 -2.90
H37 0.57 -4.23 -7.47
H38 -4.86 2.24 4.67
H39 -5.12 5.35 1.89
H40 1.23 -1.32 2.78
H41 0.80 -3.46 -5.00
H42 4.36 -1.85 0.74

frontier orbital gap	10.2	eV
HOMO energy	-9.701	eV
electronic energy	-2221.477773	Eh
E_LUMO	0.01926	Ha
SMILES string	COP(=O)(OC)OC.COP(=O)(OC)OC.C1CCOC1.C1CCOC1.C1CCOC1

Löwdin atomic charge list, values in e, 5 entries: atom 1 (P): 0.374, atom 2 (P): 0.348, atom 3 (O): -0.207, atom 4 (O): -0.194, atom 5 (O): -0.210